Formula: C4H7FO
Source: the OMol25 dataset
Level of theory: ωB97M-V with the def2-TZVPD basis set

Structure (XYZ):
```
13
Properties=species:S:1:pos:R:3
H 1.35 0.01 -1.00
H -1.05 -1.71 -0.91
C 0.09 -0.05 0.69
C 1.36 1.97 -0.35
C 1.00 0.73 -0.26
H -1.74 0.86 0.15
H 0.25 0.18 1.73
C -1.39 -0.14 0.25
H -2.05 -0.69 1.01
H 2.15 2.12 -1.11
H 0.94 2.77 0.29
O -1.45 -0.78 -0.96
F 0.59 -1.37 0.61
```

Properties
E_HOMO: -10.08 eV
M: 90.1 u
Energy relative to the best compared isomer or geometry (same formula, charge and spin): 125.7 kJ/mol
Orbital gap: 11.09 eV
Electronic energy: -9024.9680 eV

Which charges does Mulliken predict for the atoms? In e, they are: atom 1 (H): 0.196, atom 2 (H): 0.340, atom 3 (C): 0.265, atom 4 (C): -0.636, atom 5 (C): -0.261, atom 6 (H): 0.324, atom 7 (H): 0.358, atom 8 (C): -0.481, atom 9 (H): 0.273, atom 10 (H): 0.224, atom 11 (H): 0.261, atom 12 (O): -0.522, atom 13 (F): -0.341

=====

Formula: C10H8N2O2
Source: the OMol25 dataset
Level of theory: ωB97M-V with the def2-TZVPD basis set

Structure (XYZ):
```
22
Properties=species:S:1:pos:R:3
O -2.90 -0.33 1.49
C 1.35 -1.06 -0.04
C 1.97 1.45 0.93
H 0.75 -3.26 -0.40
C -2.10 0.38 -0.59
H 2.42 2.30 1.48
H 3.89 0.67 1.36
H 3.41 -1.57 0.60
C 0.36 -0.01 -0.07
C -1.94 1.44 -1.30
H -2.64 2.28 -1.41
C 2.95 0.43 0.89
O -4.26 0.26 -0.10
H -1.13 1.64 -1.93
N -0.77 -0.57 -0.56
H -1.50 -2.55 -0.90
N -3.15 0.06 0.36
C 2.63 -0.85 0.53
C -0.63 -1.91 -0.74
H -0.06 2.12 0.44
C 0.64 -2.24 -0.44
C 0.72 1.31 0.40
```

Properties
E_HOMO: -8.32 eV
M: 188.2 u
Energy relative to the best compared isomer or geometry (same formula, charge and spin): 395.8 kJ/mol
Orbital gap: 7.47 eV
Electronic energy: -17569.5217 eV

Which charges does Mulliken predict for the atoms? In e, they are: atom 1 (O): -0.509, atom 2 (C): 0.647, atom 3 (C): -0.522, atom 4 (H): 0.433, atom 5 (C): 0.182, atom 6 (H): 0.283, atom 7 (H): 0.357, atom 8 (H): 0.381, atom 9 (C): 0.639, atom 10 (C): -0.951, atom 11 (H): 0.313, atom 12 (C): -0.490, atom 13 (O): -0.536, atom 14 (H): 0.399, atom 15 (N): 0.083, atom 16 (H): 0.386, atom 17 (N): 0.944, atom 18 (C): -0.716, atom 19 (C): -0.145, atom 20 (H): 0.236, atom 21 (C): -1.090, atom 22 (C): -0.322

=====

Formula: C12H33NO7PS
Source: the OMol25 dataset
Level of theory: ωB97M-V with the def2-TZVPD basis set

Structure (XYZ):
```
55
Properties=species:S:1:pos:R:3
O 2.77 -1.25 -1.21
H 2.77 -0.12 0.52
H -0.35 1.00 3.10
O -0.05 5.64 -1.80
C 1.84 -0.60 -2.07
C 3.43 -0.37 -0.32
H 5.50 -3.15 -3.65
C 1.86 -1.21 -3.47
H 1.84 2.83 -1.77
C -4.50 -0.65 4.15
H -3.13 3.84 -1.84
C -1.69 2.89 3.80
H 1.01 -0.81 -4.03
H 1.60 3.88 -0.48
C 4.47 -2.89 -3.91
H -4.62 -1.72 3.97
C -1.84 -0.49 2.60
H -5.13 -1.61 1.87
H 3.76 0.54 -0.83
H -5.36 -0.07 1.03
O 3.63 -3.60 -3.00
C -5.49 -0.59 1.99
H 4.32 -0.88 0.07
H -1.11 3.60 3.22
H -1.08 2.44 4.58
C -1.28 0.94 2.51
H 2.04 0.47 -2.14
H -1.04 1.17 1.47
H -3.03 -0.84 5.69
H -2.52 3.41 4.29
H -2.75 -0.60 2.01
C 4.28 -1.38 -3.78
H 4.48 -1.03 -2.77
N 1.12 3.15 -1.08
O 3.02 -0.88 -4.25
O -2.04 -0.98 3.93
O -4.74 0.11 2.97
C -3.10 -0.38 4.69
H -5.25 -0.34 4.89
H 1.72 -2.30 -3.44
O -2.24 1.90 2.94
H 4.28 -3.19 -4.95
H 2.53 -4.44 -4.56
P -0.17 3.92 -2.05
H -1.99 3.67 0.14
H 2.16 -5.02 -2.94
H 5.04 -0.90 -4.41
H 0.84 -0.74 -1.63
H 3.68 -5.53 -3.72
H -2.91 0.68 4.84
S -2.02 3.20 -1.21
H -6.55 -0.59 2.26
C 2.97 -4.71 -3.60
H -1.10 -1.16 2.15
H 0.10 5.74 -0.79
```

Properties
E_HOMO: -11.00 eV
M: 366.4 u
Net charge: +1
Orbital gap: 6.51 eV
Electronic energy: -48913.8563 eV

Which charges does Mulliken predict for the atoms? In e, they are: atom 1 (O): -0.281, atom 2 (H): 0.237, atom 3 (H): 0.334, atom 4 (O): -0.475, atom 5 (C): -0.159, atom 6 (C): -0.720, atom 7 (H): 0.385, atom 8 (C): -0.392, atom 9 (H): 0.324, atom 10 (C): -0.532, atom 11 (H): 0.380, atom 12 (C): -0.902, atom 13 (H): 0.424, atom 14 (H): 0.303, atom 15 (C): -0.534, atom 16 (H): 0.347, atom 17 (C): -0.328, atom 18 (H): 0.391, atom 19 (H): 0.342, atom 20 (H): 0.197, atom 21 (O): -0.280, atom 22 (C): -0.807, atom 23 (H): 0.236, atom 24 (H): 0.321, atom 25 (H): 0.395, atom 26 (C): -0.295, atom 27 (H): -0.089, atom 28 (H): 0.141, atom 29 (H): 0.424, atom 30 (H): 0.250, atom 31 (H): 0.110, atom 32 (C): -0.231, atom 33 (H): 0.049, atom 34 (N): -0.518, atom 35 (O): -0.467, atom 36 (O): -0.463, atom 37 (O): -0.260, atom 38 (C): -0.269, atom 39 (H): 0.414, atom 40 (H): 0.105, atom 41 (O): -0.222, atom 42 (H): 0.346, atom 43 (H): 0.391, atom 44 (P): 0.449, atom 45 (H): 0.329, atom 46 (H): 0.236, atom 47 (H): 0.420, atom 48 (H): 0.477, atom 49 (H): 0.315, atom 50 (H): 0.039, atom 51 (S): -0.115, atom 52 (H): 0.313, atom 53 (C): -0.832, atom 54 (H): 0.405, atom 55 (H): 0.345

=====

Formula: C8H28N2O6
Source: the OMol25 dataset
Level of theory: ωB97M-V with the def2-TZVPD basis set

Structure (XYZ):
```
44
Properties=species:S:1:pos:R:3
H 2.18 -1.17 2.04
N -0.50 1.97 0.44
H 1.29 -2.58 1.46
H 1.31 -2.44 -3.26
H 1.34 -1.16 3.98
H -1.79 4.49 1.54
H -0.09 -2.84 -4.23
H -3.26 0.24 -1.85
H 2.15 1.04 0.29
H 5.57 1.77 0.38
H 4.46 0.54 1.92
C 4.04 1.39 1.38
H -0.52 -2.58 -1.58
O 0.85 -1.76 3.37
H -0.83 4.29 0.07
O -0.41 -0.71 1.13
H 0.26 2.29 -0.16
H -1.46 -1.45 -2.58
C 2.48 1.47 1.24
H 4.41 2.19 1.98
O 4.70 1.47 0.17
H -3.84 -1.04 -3.71
H -2.31 -1.03 0.17
H 1.99 1.06 2.09
C -1.21 2.61 1.25
H -0.13 -0.75 -0.65
H -1.61 -2.24 1.22
C -1.73 -1.17 1.06
C -0.41 -1.75 -2.26
H 2.16 2.45 1.02
N -1.20 3.84 0.97
H -0.06 -1.06 1.98
O -3.93 -0.44 -1.85
O 0.20 -0.65 -1.58
H 2.46 -2.81 2.79
H -5.46 -0.73 -3.07
C 1.71 -2.10 2.34
H -0.48 0.96 0.62
C 0.33 -2.10 -3.56
H -2.33 -0.69 1.84
O -1.88 2.11 2.36
C -4.47 -0.38 -3.12
H 0.45 -1.23 -4.15
H -4.49 0.69 -3.52
```

Properties
E_HOMO: -8.84 eV
M: 248.3 u
Energy relative to the best compared isomer or geometry (same formula, charge and spin): 286.8 kJ/mol
Orbital gap: 9.38 eV
Electronic energy: -24011.6630 eV

Which charges does Mulliken predict for the atoms? In e, they are: atom 1 (H): 0.103, atom 2 (N): -0.120, atom 3 (H): 0.257, atom 4 (H): 0.332, atom 5 (H): 0.337, atom 6 (H): 0.292, atom 7 (H): 0.385, atom 8 (H): 0.271, atom 9 (H): 0.223, atom 10 (H): 0.320, atom 11 (H): 0.289, atom 12 (C): -0.507, atom 13 (H): 0.315, atom 14 (O): -0.550, atom 15 (H): 0.213, atom 16 (O): -0.412, atom 17 (H): 0.300, atom 18 (H): -0.047, atom 19 (C): -1.149, atom 20 (H): 0.348, atom 21 (O): -0.529, atom 22 (H): 0.261, atom 23 (H): 0.363, atom 24 (H): 0.350, atom 25 (C): 0.451, atom 26 (H): 0.407, atom 27 (H): 0.307, atom 28 (C): -0.781, atom 29 (C): 0.282, atom 30 (H): 0.633, atom 31 (N): -0.386, atom 32 (H): 0.255, atom 33 (O): -0.438, atom 34 (O): -0.576, atom 35 (H): 0.290, atom 36 (H): 0.213, atom 37 (C): -0.531, atom 38 (H): 0.154, atom 39 (C): -1.424, atom 40 (H): 0.260, atom 41 (O): -0.736, atom 42 (C): -0.629, atom 43 (H): 0.342, atom 44 (H): 0.263

=====

The lowest E_HOMO belongs to which entry? C12H33NO7PS

=====

Number 3 is which compound? C12H33NO7PS